# 1
{
  "formula": "C30H25IrP2S2",
  "method": "the ωB97M-V functional and the def2-TZVPD basis",
  "charge": 1,
  "spin_multiplicity": 2,
  "homo_ev": [-10.60, -10.66],
  "lumo_ev": [-2.495, -4.060],
  "orbital_gap_ev": [8.10, 6.60],
  "elements": ["Ir", "C", "C", "C", "C", "C", "H", "H", "H", "H", "H", "S", "P", "C", "P", "S", "C", "C", "C", "C", "C", "C", "C", "C", "C", "C", "C", "C", "C", "C", "C", "C", "C", "C", "C", "C", "C", "C", "C", "C", "H", "H", "H", "H", "H", "H", "H", "H", "H", "H", "H", "H", "H", "H", "H", "H", "H", "H", "H", "H"],
  "xyz": [[-0.02384, -2.73873, 0.58721], [-2.12343, -3.09388, 1.11940], [-1.66455, -4.15923, 0.30341], [-0.60570, -4.85259, 1.00036], [-0.40362, -4.17238, 2.22188], [-1.32152, -3.06853, 2.30788], [-2.92027, -2.41187, 0.86778], [-2.04789, -4.41435, -0.67130], [-0.06759, -5.71771, 0.65311], [0.34894, -4.39927, 2.96014], [-1.42609, -2.39036, 3.13869], [0.57123, -2.74011, -1.81554], [-0.07643, -0.82766, -1.65284], [0.18186, -0.77572, 0.05917], [1.16275, -0.15209, 1.34332], [2.02447, -1.95172, 1.71100], [2.34855, 1.14023, 0.97477], [3.68531, 0.82279, 0.74444], [4.57272, 1.82256, 0.37512], [4.12375, 3.12685, 0.22141], [2.79048, 3.44412, 0.44907], [1.90200, 2.45497, 0.83532], [0.07534, 0.49468, 2.61765], [0.64377, 0.98828, 3.79158], [-0.17360, 1.47120, 4.79951], [-1.55325, 1.46870, 4.63432], [-2.11917, 0.98571, 3.46316], [-1.30653, 0.49359, 2.45179], [-1.84006, -0.59556, -1.91803], [-2.63461, -1.64950, -2.35199], [-4.00549, -1.46805, -2.48164], [-4.57398, -0.24121, -2.17329], [-3.77860, 0.81362, -1.73954], [-2.41083, 0.64050, -1.61138], [0.81200, 0.35633, -2.65180], [0.20220, 1.05389, -3.69235], [0.95103, 1.93878, -4.45410], [2.29715, 2.12639, -4.17708], [2.91025, 1.41979, -3.14893], [2.17255, 0.52770, -2.39248], [4.02333, -0.20012, 0.85414], [5.61432, 1.58228, 0.20878], [4.81803, 3.90428, -0.06948], [2.44768, 4.46376, 0.33578], [0.86566, 2.70434, 1.03215], [1.72041, 0.99499, 3.91722], [0.26356, 1.85190, 5.71253], [-2.18920, 1.84956, 5.42243], [-3.19365, 0.99444, 3.33569], [-1.73957, 0.11528, 1.53253], [-2.17317, -2.59942, -2.59376], [-4.62722, -2.28271, -2.82825], [-5.64193, -0.10117, -2.27595], [-4.22587, 1.77056, -1.50589], [-1.78838, 1.46281, -1.27534], [-0.84870, 0.91119, -3.90774], [0.48202, 2.48051, -5.26422], [2.87622, 2.81974, -4.77271], [3.96360, 1.55718, -2.94430], [2.65351, -0.04954, -1.61280]],
  "forces_ev_per_a": [[0.1, 0.0, 0.1], [-0.1, 0.1, 0.1], [0.1, -0.1, 0.0], [-0.1, 0.1, 0.0], [-0.1, 0.0, 0.0], [0.0, 0.0, 0.0], [0.0, 0.0, 0.0], [0.0, 0.0, 0.0], [0.0, 0.0, 0.0], [0.0, 0.0, 0.0], [0.0, 0.0, 0.0], [0.2, -0.1, 0.1], [0.2, -0.1, 0.1], [-0.5, 0.4, 0.1], [0.1, -0.2, -0.2], [0.1, -0.1, -0.1], [0.0, 0.0, 0.0], [0.0, 0.0, 0.0], [0.0, 0.0, 0.0], [0.0, 0.0, 0.0], [0.0, 0.0, 0.0], [0.0, 0.0, 0.0], [0.1, 0.0, 0.1], [0.0, 0.0, 0.0], [0.0, 0.0, 0.0], [0.0, 0.0, 0.0], [0.0, 0.0, 0.0], [0.0, 0.0, 0.0], [0.0, -0.1, 0.0], [0.0, 0.0, 0.0], [0.0, 0.0, 0.0], [0.0, 0.0, 0.0], [0.0, 0.0, 0.0], [0.0, 0.0, 0.0], [0.0, 0.0, -0.1], [0.0, 0.0, 0.0], [0.0, 0.0, 0.0], [0.0, 0.0, 0.0], [0.0, 0.0, 0.0], [0.0, 0.0, 0.0], [0.0, 0.0, 0.0], [0.0, 0.0, 0.0], [0.0, 0.0, 0.0], [0.0, 0.0, 0.0], [0.0, 0.0, 0.0], [0.0, 0.0, 0.0], [0.0, 0.0, 0.0], [0.0, 0.0, 0.0], [0.0, 0.0, 0.0], [0.0, 0.0, 0.0], [0.0, 0.0, 0.0], [0.0, 0.0, 0.0], [0.0, 0.0, 0.0], [0.0, 0.0, 0.0], [0.0, 0.0, 0.0], [0.0, 0.0, 0.0], [0.0, 0.0, 0.0], [0.0, 0.0, 0.0], [0.0, 0.0, 0.0], [0.0, 0.0, 0.0]],
  "lowdin_charge": [0.889, -0.179, -0.214, -0.180, -0.206, -0.197, 0.118, 0.112, 0.119, 0.118, 0.113, 0.381, 0.516, -0.661, 0.524, 0.389, -0.360, -0.104, -0.064, -0.059, -0.059, -0.072, -0.351, -0.071, -0.058, -0.059, -0.064, -0.093, -0.359, -0.093, -0.061, -0.060, -0.063, -0.093, -0.333, -0.067, -0.059, -0.054, -0.057, -0.084, 0.081, 0.114, 0.113, 0.112, 0.114, 0.119, 0.114, 0.113, 0.111, 0.090, 0.080, 0.113, 0.113, 0.112, 0.116, 0.107, 0.113, 0.113, 0.111, 0.099]
}

***

# 2
{
  "formula": "C8H8NO5S",
  "method": "the ωB97M-V functional and the def2-TZVPD basis",
  "de_lowest_kj_mol": 343.7,
  "charge": -1,
  "spin_multiplicity": 1,
  "homo_ev": -3.60,
  "lumo_ev": 3.360,
  "orbital_gap_ev": 6.96,
  "smiles": "CC1=[S@](=O)([O-])[C@H]2CC(=O)N2[C@@]2(C1)OC2=O",
  "elements": ["C", "C", "S", "O", "O", "C", "C", "C", "O", "N", "C", "C", "O", "C", "O", "H", "H", "H", "H", "H", "H", "H", "H"],
  "xyz": [[0.42311, 2.24728, -0.17126], [1.39223, 1.11723, -0.45375], [1.70708, 0.22179, 0.98936], [1.43461, 1.00386, 2.19571], [2.89661, -0.53499, 0.92987], [0.42363, -1.23833, 1.03153], [-0.66090, -1.23794, 2.10756], [-1.65335, -0.88777, 0.91871], [-2.80095, -0.45973, 0.78916], [-0.63554, -1.06860, 0.03036], [-0.55848, -0.60665, -1.31167], [0.81545, 0.20118, -1.56560], [-0.77654, -1.49230, -2.43565], [-1.56740, -0.44978, -2.28137], [-2.37050, 0.14656, -2.88842], [-0.46204, 2.13515, -0.75127], [0.80933, 3.15405, -0.34020], [0.09422, 2.27271, 0.93212], [1.10629, -2.21263, 1.00812], [-0.75012, -0.50948, 2.98924], [-1.00280, -2.15257, 2.54376], [1.41578, -0.60675, -1.90961], [0.72028, 0.95770, -2.35672]],
  "forces_ev_per_a": [[-1.4, -2.8, 2.8], [-0.7, -1.7, 0.9], [-3.2, 0.9, -0.4], [0.3, -0.3, -0.3], [2.5, -1.4, -0.1], [2.3, -1.0, 0.6], [-2.2, 1.8, 0.7], [-1.3, 1.2, 1.2], [2.1, -1.2, 0.1], [-0.5, -0.3, -1.8], [3.2, 2.4, 2.4], [-0.6, 1.1, 1.0], [-0.2, -2.1, -1.3], [0.0, 0.4, 0.5], [-1.4, 0.5, -0.8], [-1.0, 0.0, -0.6], [1.6, 3.6, -0.8], [0.4, -0.1, -1.6], [-1.7, 1.9, -0.4], [0.8, -0.6, -1.7], [0.4, -1.1, 0.0], [1.1, -0.5, -0.3], [-0.5, -0.8, -0.3]],
  "lowdin_charge": [-0.152, -0.408, 0.616, -0.386, -0.366, -0.242, -0.045, -0.386, 0.060, 0.059, -0.266, -0.110, 0.174, -0.457, 0.168, 0.056, 0.004, 0.092, 0.154, 0.139, 0.087, 0.096, 0.114]
}

***

# 3
{
  "formula": "C4H9NO",
  "method": "the ωB97M-V functional and the def2-TZVPD basis",
  "de_lowest_kj_mol": 461.9,
  "charge": 0,
  "spin_multiplicity": 1,
  "homo_ev": -7.74,
  "lumo_ev": 0.902,
  "orbital_gap_ev": 8.65,
  "elements": ["C", "C", "N", "C", "O", "C", "H", "H", "H", "H", "H", "H", "H", "H", "H"],
  "xyz": [[-1.78314, 0.53932, 0.34448], [-1.24866, -0.42982, -0.70538], [0.07838, -0.05907, -1.18617], [1.24049, -0.50125, -0.65440], [1.10212, -1.28525, 0.38112], [2.17887, 0.04981, 0.80538], [-2.78083, 0.23665, 0.68114], [-1.85151, 1.55778, -0.05354], [-1.11836, 0.55229, 1.21441], [-1.17336, -1.43438, -0.28025], [-1.92223, -0.48028, -1.56765], [0.14714, 0.53537, -1.99718], [2.02481, 1.11292, 0.59416], [3.18780, -0.26669, 0.56828], [1.91849, -0.12740, 1.85559]],
  "forces_ev_per_a": [[0.0, 0.0, 0.1], [-0.1, -0.1, 0.0], [0.2, 0.0, 0.0], [-0.5, -0.2, -0.2], [0.1, 0.2, -0.2], [0.4, 0.2, 0.5], [0.1, 0.0, -0.1], [0.0, -0.1, 0.0], [-0.1, 0.0, -0.1], [-0.1, 0.1, -0.1], [0.1, 0.0, 0.1], [0.0, -0.1, 0.1], [0.0, -0.2, -0.1], [-0.2, 0.0, 0.0], [0.0, 0.0, -0.1]],
  "lowdin_charge": [-0.092, -0.254, -0.010, -0.325, -0.071, -0.010, 0.071, 0.070, 0.069, 0.106, 0.112, 0.121, 0.071, 0.070, 0.073]
}

***

# 4
{
  "formula": "C27H21InN2S2Si",
  "method": "the ωB97M-V functional and the def2-TZVPD basis",
  "de_lowest_kj_mol": 12.2,
  "charge": 0,
  "spin_multiplicity": 1,
  "homo_ev": -8.07,
  "lumo_ev": -0.344,
  "orbital_gap_ev": 7.73,
  "elements": ["In", "S", "C", "N", "C", "C", "C", "C", "C", "C", "S", "H", "H", "H", "H", "C", "C", "C", "C", "C", "C", "C", "C", "N", "H", "H", "H", "H", "H", "H", "C", "C", "C", "C", "C", "C", "Si", "C", "C", "C", "C", "C", "C", "H", "H", "H", "H", "H", "H", "H", "H", "H", "H", "H"],
  "xyz": [[-0.21054, -0.06850, -0.04595], [-2.53674, -0.83133, 1.00165], [-1.95009, -2.26661, 0.34821], [-0.84313, -2.31860, -0.35640], [-0.55265, -3.57966, -0.79558], [0.52843, -3.93213, -1.59454], [0.66897, -5.24894, -1.97896], [-0.24122, -6.21737, -1.56320], [-1.32158, -5.88575, -0.76579], [-1.47456, -4.56198, -0.39553], [-2.74086, -3.81812, 0.55458], [1.21741, -3.15859, -1.90227], [1.49156, -5.52864, -2.62237], [-0.10722, -7.24068, -1.87747], [-2.03313, -6.63161, -0.44823], [-0.91843, 1.17748, -1.90899], [-1.68891, 0.45768, -2.91777], [-1.11700, 0.12107, -4.15192], [-1.87840, -0.39538, -5.17499], [-3.24281, -0.61638, -4.97822], [-3.81185, -0.35984, -3.72731], [-3.04369, 0.16031, -2.71311], [-4.06936, -1.06104, -6.02852], [-4.77088, -1.40484, -6.86954], [-1.51188, 1.94577, -1.40610], [-0.00075, 1.61034, -2.30931], [-0.06635, 0.32382, -4.31195], [-1.43487, -0.61073, -6.13666], [-4.86369, -0.55254, -3.57765], [-3.48968, 0.38118, -1.75026], [5.10467, 2.24005, 2.60950], [4.97013, 1.47839, 1.46006], [3.86639, 0.65971, 1.29546], [2.87823, 0.58426, 2.27375], [3.03750, 1.34561, 3.42956], [4.13716, 2.16684, 3.59766], [1.34086, -0.51640, 2.10894], [1.78820, -2.35727, 2.01634], [1.31005, -3.23217, 2.98881], [1.59715, -4.58331, 2.92866], [2.36822, -5.08420, 1.89375], [2.85579, -4.22564, 0.92211], [2.56356, -2.87541, 0.98200], [5.95913, 2.89091, 2.73461], [5.72661, 1.53320, 0.68964], [3.77450, 0.06955, 0.39127], [2.28965, 1.28851, 4.20719], [4.24085, 2.75641, 4.49698], [0.50407, -0.30070, 3.31172], [0.71381, -2.84366, 3.80304], [1.22269, -5.24869, 3.69261], [2.58975, -6.14117, 1.84612], [3.46564, -4.61498, 0.11959], [2.95053, -2.21055, 0.21747]],
  "forces_ev_per_a": [[-0.5, 0.0, -0.2], [-0.1, 0.8, 0.3], [-0.1, -0.8, -0.1], [-0.1, 0.9, 0.1], [0.1, -0.8, -0.2], [-0.1, 0.1, 0.0], [0.1, 0.0, -0.1], [0.0, -0.1, 0.0], [0.0, 0.0, 0.0], [0.0, 0.4, 0.1], [0.4, 0.1, -0.2], [0.1, 0.0, -0.1], [0.0, 0.0, 0.0], [0.0, -0.1, 0.0], [-0.1, -0.1, 0.0], [1.1, -0.3, 1.6], [-0.4, -0.4, -0.4], [0.0, 0.2, 0.3], [-0.3, -0.1, -0.1], [0.6, 0.3, 0.8], [0.0, -0.1, -0.2], [0.3, 0.2, 0.2], [-0.4, -0.3, -0.6], [-0.1, -0.1, -0.2], [0.1, -0.1, -0.1], [-0.2, 0.1, 0.0], [0.1, 0.0, 0.0], [0.0, 0.0, 0.0], [-0.1, 0.0, 0.0], [0.0, 0.0, 0.0], [0.0, 0.0, 0.1], [0.1, 0.0, -0.1], [-0.1, -0.1, -0.1], [-0.5, -0.3, 0.0], [-0.1, -0.1, 0.0], [0.1, 0.1, 0.1], [0.3, 0.0, -0.7], [-0.2, 0.6, 0.0], [-0.1, 0.2, 0.0], [0.0, -0.2, 0.1], [0.0, -0.1, 0.0], [0.1, -0.1, -0.1], [0.0, 0.1, 0.0], [0.0, 0.0, 0.0], [0.0, 0.0, -0.1], [0.0, 0.0, -0.1], [-0.1, 0.0, 0.1], [0.0, 0.0, 0.1], [0.0, 0.0, 0.0], [-0.1, 0.0, 0.1], [0.0, -0.1, 0.1], [0.0, 0.0, 0.0], [0.0, 0.0, -0.1], [0.0, 0.0, -0.1]],
  "lowdin_charge": [0.728, 0.568, -1.160, -0.083, -0.318, -0.028, -0.085, -0.089, -0.087, -0.456, 1.045, 0.114, 0.105, 0.102, 0.108, -0.214, -0.333, -0.038, -0.024, -0.245, -0.018, -0.039, -0.205, 0.154, 0.048, 0.035, 0.113, 0.119, 0.121, 0.100, -0.088, -0.087, -0.115, -0.343, -0.120, -0.087, 0.660, -0.342, -0.109, -0.081, -0.080, -0.091, -0.125, 0.103, 0.103, 0.090, 0.090, 0.103, -0.018, 0.096, 0.103, 0.104, 0.106, 0.092]
}